{"formula": "C56H53IMoN3O3PS2Se2", "method": "the ωB97M-V functional and the def2-TZVPD basis", "total_energy_ev": -241136.6278, "molar_mass_g_mol": 1291.93, "homo_energy_ha": [-0.4454, -0.4441], "charge": 2, "elements": ["Mo", "C", "C", "N", "N", "C", "S", "S", "C", "C", "C", "C", "C", "C", "C", "C", "C", "C", "C", "C", "C", "O", "H", "H", "H", "H", "H", "H", "H", "H", "H", "H", "H", "H", "H", "H", "I", "C", "C", "C", "C", "C", "C", "C", "C", "C", "P", "C", "C", "C", "C", "C", "C", "C", "C", "C", "C", "C", "C", "C", "H", "H", "H", "H", "H", "H", "H", "H", "H", "H", "H", "H", "H", "H", "H", "H", "C", "Se", "C", "C", "Se", "C", "H", "H", "H", "H", "H", "H", "H", "H", "H", "H", "C", "O", "C", "C", "C", "C", "C", "C", "N", "C", "C", "C", "C", "C", "C", "C", "O", "H", "H", "H", "H", "H", "H", "H", "H", "H", "H", "H", "H", "H"], "coordinates": [[0.1413, 1.0320, -0.7293], [-3.2824, -1.7673, -1.4836], [-1.9020, -1.2022, -1.3294], [-1.7688, 0.0658, -1.0047], [-2.9479, 0.7659, -1.0604], [-2.8661, 2.0427, -1.0530], [-1.3485, 2.8778, -0.7488], [-4.2509, 3.0588, -1.2710], [-5.6276, 1.8889, -1.6744], [-5.8349, 1.6748, -3.1447], [-4.9568, 0.8955, -3.8902], [-5.1276, 0.7404, -5.2564], [-6.1958, 1.3513, -5.8968], [-7.0951, 2.1047, -5.1578], [-6.9137, 2.2690, -3.7927], [-0.7711, -2.0418, -1.6804], [-0.9092, -3.4417, -1.6846], [0.0628, -4.2706, -2.1992], [1.2179, -3.7204, -2.7507], [1.3947, -2.3540, -2.7493], [0.4276, -1.4930, -2.2109], [0.6667, -0.1898, -2.2213], [-3.9024, -1.0786, -2.0498], [-3.2878, -2.7288, -1.9833], [-3.7401, -1.8576, -0.4951], [-5.3834, 0.9721, -1.1437], [-6.5055, 2.3535, -1.2299], [-4.1217, 0.4113, -3.3989], [-4.4190, 0.1456, -5.8188], [-6.3281, 1.2389, -6.9643], [-7.9400, 2.5717, -5.6455], [-7.6217, 2.8573, -3.2216], [-1.7943, -3.8828, -1.2471], [-0.0838, -5.3419, -2.1813], [1.9771, -4.3646, -3.1736], [2.2952, -1.9201, -3.1674], [0.5558, 4.7663, 1.6088], [-0.9226, 4.5302, 3.0960], [-1.6148, 5.6664, 3.4065], [-2.4225, 5.7053, 4.5531], [-2.4364, 4.6406, 5.4010], [-1.7053, 3.4656, 5.1157], [-1.6180, 2.4429, 6.0835], [-0.7931, 1.3741, 5.8970], [-0.1912, 1.1880, 4.6482], [-0.3559, 2.0867, 3.6148], [0.0637, 1.2702, 1.9908], [2.0881, 1.3100, 0.4164], [2.7765, -0.0460, 0.2195], [3.9260, 0.0188, 1.2139], [4.8704, 1.0907, 0.8222], [4.3967, 2.2382, 0.2620], [3.0176, 2.3964, 0.0834], [-0.9892, -0.2001, 2.3561], [-2.3111, 0.0781, 2.0057], [-3.3075, -0.8639, 2.1960], [-2.9870, -2.1032, 2.7319], [-1.6777, -2.3793, 3.0959], [-0.6812, -1.4287, 2.9246], [-0.9867, 3.3433, 3.8798], [-1.5024, 6.5543, 2.8004], [-2.9609, 6.6137, 4.7838], [-2.9724, 4.6977, 6.3393], [-2.1958, 2.5421, 6.9930], [-0.6549, 0.6345, 6.6732], [0.3771, 0.2820, 4.4828], [3.0866, -0.2125, -0.8198], [4.4407, -0.9291, 1.3408], [5.9208, 0.9737, 1.0584], [5.0667, 3.0494, 0.0061], [2.6321, 3.4002, -0.0513], [-2.5598, 1.0606, 1.6144], [-4.3310, -0.6258, 1.9372], [-3.7611, -2.8425, 2.8884], [-1.4297, -3.3385, 3.5327], [0.3242, -1.6495, 3.2486], [1.5431, 4.1389, -2.5614], [1.8775, 2.2450, -2.3154], [1.8157, 1.7465, -4.2207], [0.6216, 2.1701, -5.0409], [-1.1253, 1.7141, -4.2981], [-1.9326, 3.4177, -4.8087], [2.2576, 4.5233, -3.2862], [1.6702, 4.6464, -1.6081], [0.5199, 4.2754, -2.9033], [1.9509, 0.6680, -4.2067], [2.7169, 2.2095, -4.6284], [0.6882, 1.7037, -6.0233], [0.6028, 3.2511, -5.1691], [-1.8264, 3.5438, -5.8835], [-1.4375, 4.2239, -4.2698], [-2.9852, 3.3952, -4.5520], [5.4466, -3.1346, -0.6186], [4.2766, -3.5169, 0.0863], [4.3892, -4.5543, 0.9609], [5.6103, -5.1275, 1.2972], [5.6784, -6.2349, 2.1254], [4.5167, -6.8006, 2.6201], [3.2960, -6.2368, 2.3008], [3.2081, -5.1010, 1.5027], [1.9066, -4.6413, 1.1520], [1.4770, -3.3992, 0.8999], [2.0425, -2.2303, 1.3524], [2.6611, -2.0958, 2.6625], [2.9222, -0.9274, 3.2654], [3.1196, 0.3723, 2.5284], [1.9327, 1.2581, 1.9872], [1.7204, -1.0439, 0.6047], [0.5427, -0.7600, 0.2801], [5.1422, -2.3217, -1.2752], [5.8367, -3.9561, -1.2226], [6.2262, -2.7745, 0.0582], [6.5263, -4.7233, 0.8919], [6.6413, -6.6642, 2.3642], [4.5608, -7.6802, 3.2460], [2.3810, -6.6799, 2.6749], [1.2651, -5.3833, 0.9140], [0.6265, -3.3254, 0.2315], [2.6696, -3.0026, 3.2572], [3.1798, -0.9278, 4.3166], [3.7127, 1.0203, 3.1734], [2.0965, 2.2564, 2.3974]], "forces_ev_per_a": [[-0.519, 0.538, 0.229], [-0.037, -0.028, -0.014], [-0.367, 0.407, -0.022], [0.650, -0.198, -0.407], [-0.934, 0.025, 0.009], [0.427, -0.501, 0.103], [0.366, -0.134, -0.156], [-0.313, 0.203, -0.106], [0.421, 0.084, 0.098], [-0.028, 0.081, -0.072], [0.157, -0.019, -0.021], [0.067, -0.019, 0.005], [-0.023, 0.027, 0.000], [-0.032, 0.028, -0.058], [0.057, -0.021, 0.105], [0.409, -0.017, -0.250], [-0.024, 0.059, 0.014], [-0.065, -0.120, 0.079], [-0.066, 0.036, 0.058], [0.085, 0.096, -0.025], [-0.480, -0.349, 0.127], [0.411, 0.150, -0.328], [-0.004, -0.058, 0.039], [0.053, -0.009, 0.043], [-0.029, 0.006, 0.003], [-0.117, -0.055, 0.037], [0.028, -0.028, 0.103], [0.052, 0.093, -0.013], [-0.027, -0.017, -0.014], [-0.021, -0.019, -0.002], [-0.007, 0.006, -0.007], [-0.002, 0.042, -0.011], [-0.024, -0.009, -0.053], [0.020, -0.013, -0.030], [0.022, 0.010, -0.012], [-0.027, 0.062, 0.002], [-0.072, 0.022, 0.118], [0.183, -0.164, -0.225], [0.126, -0.133, -0.154], [-0.085, 0.059, 0.100], [-0.066, 0.103, 0.068], [0.190, -0.010, -0.381], [-0.004, -0.069, 0.088], [-0.064, -0.030, 0.184], [0.066, 0.335, -0.111], [0.269, 0.191, -0.082], [-0.344, -0.132, 0.664], [0.331, -0.277, -1.013], [0.018, 0.423, 0.200], [0.165, -0.310, -0.249], [-0.727, 0.009, 0.065], [0.747, 0.285, -0.458], [-0.385, -0.627, 0.968], [-0.051, -0.009, -0.133], [0.155, 0.115, 0.109], [-0.011, -0.029, 0.065], [-0.095, -0.018, -0.028], [0.058, -0.017, 0.029], [-0.023, -0.008, -0.071], [-0.124, 0.022, 0.149], [-0.008, 0.001, -0.009], [-0.050, -0.024, 0.032], [-0.040, -0.031, 0.001], [0.055, 0.052, 0.057], [-0.024, -0.009, 0.017], [-0.087, -0.057, 0.014], [-0.040, -0.175, 0.030], [0.081, 0.015, 0.059], [0.044, 0.102, 0.032], [0.009, 0.002, 0.054], [-0.023, 0.030, -0.049], [-0.084, -0.071, -0.092], [-0.009, 0.012, -0.006], [-0.001, -0.016, -0.011], [-0.004, 0.003, 0.030], [0.009, -0.004, -0.007], [-0.066, 0.022, 0.026], [-0.480, 0.644, -0.450], [0.273, -0.266, -0.005], [-0.279, 0.132, 0.234], [-0.201, 0.063, 0.034], [0.134, -0.152, -0.042], [0.001, -0.006, 0.018], [-0.023, -0.001, 0.003], [-0.004, -0.043, 0.029], [-0.022, -0.008, 0.011], [0.054, -0.097, 0.060], [0.187, 0.073, -0.011], [0.075, -0.011, -0.085], [-0.029, 0.054, 0.026], [-0.074, 0.016, -0.022], [-0.124, -0.072, 0.087], [0.002, 0.137, -0.064], [-0.164, 0.014, 0.083], [-0.201, -0.170, 0.030], [0.086, 0.084, -0.012], [-0.097, -0.014, 0.032], [0.072, -0.118, 0.038], [-0.098, 0.203, 0.058], [0.330, -0.022, 0.151], [-0.192, 0.048, -0.187], [0.215, 0.207, -0.024], [-0.024, -0.128, -0.118], [-0.041, 0.113, 0.150], [0.141, -0.280, 0.025], [-0.132, 0.230, 0.105], [0.092, 0.201, 0.150], [-0.045, -0.361, 0.140], [0.590, -0.244, 0.130], [0.003, -0.021, -0.020], [0.008, -0.012, 0.042], [-0.016, -0.013, -0.024], [-0.023, -0.009, 0.004], [0.010, 0.003, 0.001], [-0.030, -0.010, 0.007], [-0.020, 0.023, 0.041], [0.027, 0.032, -0.159], [-0.033, -0.108, -0.048], [0.074, 0.006, 0.027], [0.036, -0.003, -0.003], [0.008, -0.067, 0.012], [-0.166, 0.033, 0.007]]}